[1]
Below is a molecular structure, C23H36BCaN2O2SSbSe, with properties calculated with wB97M-V/def2-TZVPD.

XYZ file:
```
68
C23H36BCaN2O2SSbSe wB97M-V/def2-TZVPD
Sb 1.268 1.823 -0.738
Se -2.362 0.165 -1.074
Ca -0.025 -1.304 -0.887
S 0.154 -1.926 2.099
O 3.028 -0.906 -0.952
O 2.965 -3.164 -1.289
N -2.498 -1.629 2.424
N -1.234 0.220 2.973
C -6.186 -1.092 0.091
C -3.954 -2.292 -1.022
C 0.397 3.789 -0.838
C -3.904 -0.924 -0.733
C -2.708 -2.949 1.842
C 4.021 2.607 0.376
C -1.096 3.786 -1.166
C -2.134 1.255 2.429
C 0.921 1.329 -2.818
C 4.320 -1.405 -0.936
C 6.633 -2.868 -0.989
C -5.093 -3.047 -0.756
C 4.276 -2.766 -1.138
C -6.214 -2.452 -0.193
C 5.416 -3.533 -1.169
C -1.278 -1.062 2.494
C -5.047 -0.336 -0.177
C 3.299 2.462 -0.973
C -3.647 -1.187 3.224
C 6.678 -1.491 -0.786
C 0.041 0.798 3.410
C 1.337 2.413 -3.815
C 5.506 -0.730 -0.755
B 2.134 -2.014 -1.180
H -2.077 -3.101 0.984
H 3.783 1.710 -1.601
H 7.636 -1.002 -0.648
H -7.060 -0.613 0.517
H 5.366 -4.605 -1.323
H -2.550 1.860 3.239
H -5.107 -4.104 -1.000
H 0.963 4.341 -1.589
H 5.069 2.893 0.241
H 5.530 0.343 -0.590
H -7.103 -3.038 0.008
H 0.580 0.111 4.049
H -2.934 0.828 1.840
H 3.287 3.405 -1.521
H -1.490 4.805 -1.195
H 0.677 1.055 2.567
H -4.033 -2.051 3.768
H 0.586 4.271 0.123
H -0.193 1.703 3.972
H -3.750 -3.020 1.538
H 7.557 -3.433 -1.007
H -0.148 1.114 -2.914
H 2.410 2.607 -3.774
H 4.003 1.671 0.941
H -3.101 -2.769 -1.473
H -5.033 0.724 0.040
H -1.299 3.325 -2.137
H 0.818 3.356 -3.623
H -4.444 -0.797 2.589
H -2.479 -3.733 2.566
H 1.466 0.401 -3.008
H 3.555 3.374 1.002
H -3.354 -0.441 3.949
H -1.567 1.901 1.761
H -1.677 3.224 -0.433
H 1.095 2.112 -4.837
```

## Properties
* highest occupied orbital energy: -7.397 eV
* HOMO-LUMO gap: 7.6559 eV
* molecular weight: 656.23 g mol⁻¹
* E: -133345.806 eV

What are the Löwdin partial charges on each atom? They are as follows, in elementary charge units: number 1, Sb, carries 1.38; number 2, Se, carries 0.50; number 3, Ca, carries 0.83; number 4, S, carries 0.61; number 5, O, carries -0.03; number 6, O, carries 0.07; number 7, N, carries -0.18; number 8, N, carries -0.20; number 9, C, carries -0.10; number 10, C, carries -0.17; number 11, C, carries -0.45; number 12, C, carries -0.68; number 13, C, carries -0.08; number 14, C, carries -0.21; number 15, C, carries -0.21; number 16, C, carries -0.07; number 17, C, carries -0.45; number 18, C, carries -0.22; number 19, C, carries -0.09; number 20, C, carries -0.11; number 21, C, carries -0.23; number 22, C, carries -0.11; number 23, C, carries 0.00; number 24, C, carries -0.76; number 25, C, carries -0.16; number 26, C, carries -0.44; number 27, C, carries -0.03; number 28, C, carries -0.09; number 29, C, carries -0.10; number 30, C, carries -0.18; number 31, C, carries 0.00; number 32, B, carries -0.57; number 33, H, carries 0.04; number 34, H, carries 0.04; number 35, H, carries 0.10; number 36, H, carries 0.10; number 37, H, carries 0.12; number 38, H, carries 0.09; number 39, H, carries 0.10; number 40, H, carries 0.04; number 41, H, carries 0.07; number 42, H, carries 0.10; number 43, H, carries 0.10; number 44, H, carries 0.07; number 45, H, carries 0.04; number 46, H, carries 0.05; number 47, H, carries 0.07; number 48, H, carries 0.05; number 49, H, carries 0.10; number 50, H, carries 0.04; number 51, H, carries 0.09; number 52, H, carries 0.08; number 53, H, carries 0.10; number 54, H, carries 0.00; number 55, H, carries 0.06; number 56, H, carries 0.06; number 57, H, carries 0.08; number 58, H, carries 0.09; number 59, H, carries 0.05; number 60, H, carries 0.06; number 61, H, carries 0.08; number 62, H, carries 0.10; number 63, H, carries 0.03; number 64, H, carries 0.06; number 65, H, carries 0.08; number 66, H, carries 0.07; number 67, H, carries 0.03; number 68, H, carries 0.07

[2]
Below is C11H16N2 in the gas phase, with properties calculated with wB97M-V/def2-TZVPD.

XYZ file:
```
29
C11H16N2 wB97M-V/def2-TZVPD
N -1.585 -0.617 2.917
N 0.161 -0.230 0.516
C -0.342 1.762 -1.060
C -0.979 -1.735 2.155
C 1.045 0.335 -3.021
C 0.843 -0.247 -1.734
C 0.302 0.654 1.646
C 0.164 0.502 -0.803
C 1.391 -1.501 -1.477
C -0.803 -1.284 0.726
C 0.773 1.677 -3.296
C -0.797 0.742 2.703
C -0.046 2.265 -2.333
H 0.902 2.015 -4.370
H 0.685 1.634 1.370
H 1.673 -0.153 -3.733
H -1.713 -2.598 2.401
H -1.294 -0.733 3.808
H -0.116 -2.054 2.572
H -1.859 -0.898 0.356
H 1.266 0.350 2.101
H -0.511 3.179 -2.481
H -1.011 2.144 -0.369
H 0.527 -2.258 -1.145
H -0.651 -2.152 0.164
H 2.183 -1.585 -0.689
H 1.794 -1.769 -2.662
H -1.412 1.358 2.087
H -0.590 1.198 3.651
```

## Properties
* highest occupied orbital energy: -8.009 eV
* HOMO-LUMO gap: 8.9292 eV
* molecular weight: 176.26 g mol⁻¹
* E: -14642.752 eV
* structure (SMILES): Cc1ccccc1N1CCNCC1

What are the Löwdin partial charges on each atom? They are as follows, in elementary charge units: number 1, N, carries -0.03; number 2, N, carries -0.09; number 3, C, carries -0.01; number 4, C, carries -0.21; number 5, C, carries -0.05; number 6, C, carries -0.30; number 7, C, carries -0.22; number 8, C, carries -0.16; number 9, C, carries -0.08; number 10, C, carries -0.19; number 11, C, carries -0.07; number 12, C, carries -0.12; number 13, C, carries -0.09; number 14, H, carries 0.12; number 15, H, carries 0.12; number 16, H, carries 0.09; number 17, H, carries 0.15; number 18, H, carries 0.03; number 19, H, carries 0.07; number 20, H, carries 0.16; number 21, H, carries 0.11; number 22, H, carries 0.07; number 23, H, carries 0.09; number 24, H, carries 0.10; number 25, H, carries 0.06; number 26, H, carries 0.10; number 27, H, carries 0.15; number 28, H, carries 0.08; number 29, H, carries 0.11

[3]
Below is 2 unconnected molecules or ions with the total composition C4H7NO, with properties calculated with wB97M-V/def2-TZVPD.

XYZ file:
```
13
C4H7NO wB97M-V/def2-TZVPD
O 0.214 0.983 -0.396
N -2.099 -1.536 1.129
C 0.604 -0.194 -0.094
C 1.468 -0.389 1.097
C -0.789 1.218 -1.303
C -1.769 -0.686 0.411
H 0.430 -0.992 -0.815
H -0.713 0.599 -2.199
H 1.032 -1.173 1.727
H 1.532 0.538 1.671
H -1.696 0.229 -0.360
H 2.476 -0.708 0.808
H -0.895 2.287 -1.458
```

## Properties
* highest occupied orbital energy (alpha / beta): -8.419 / -8.420 eV
* HOMO-LUMO gap (alpha / beta): 8.3720 / 8.3726 eV
* molecular weight: 85.11 g mol⁻¹
* E: -7794.836 eV

What are the Löwdin partial charges on each atom? They are as follows, in elementary charge units: number 1, O, carries -0.10; number 2, N, carries 0.04; number 3, C, carries -0.21; number 4, C, carries -0.03; number 5, C, carries -0.11; number 6, C, carries -0.17; number 7, H, carries 0.14; number 8, H, carries 0.08; number 9, H, carries 0.09; number 10, H, carries 0.09; number 11, H, carries 0.02; number 12, H, carries 0.09; number 13, H, carries 0.07

[4]
Below is 5 unconnected molecules or ions with the total composition H10O5, with properties calculated with wB97M-V/def2-TZVPD.

XYZ file:
```
15
H10O5 wB97M-V/def2-TZVPD
O 0.798 1.643 -0.400
O -0.057 -1.469 0.397
O -1.301 0.828 1.153
O 2.731 -0.408 -0.149
O -2.169 -0.358 -0.965
H -3.162 -0.413 -1.139
H 0.482 0.984 -1.022
H 3.540 -0.712 0.160
H -1.972 0.269 -0.197
H -0.948 0.098 1.717
H 1.842 -0.861 -0.150
H -0.529 1.046 0.580
H -0.203 -2.410 0.365
H 1.762 1.267 -0.405
H -0.822 -1.151 -0.197
```

## Properties
* highest occupied orbital energy: -11.300 eV
* HOMO-LUMO gap: 11.8392 eV
* molecular weight: 90.08 g mol⁻¹
* E: -10399.704 eV
* structure (SMILES): O.O.O.O.O

What are the Löwdin partial charges on each atom? They are as follows, in elementary charge units: number 1, O, carries -0.08; number 2, O, carries -0.09; number 3, O, carries -0.08; number 4, O, carries -0.06; number 5, O, carries -0.13; number 6, H, carries 0.09; number 7, H, carries 0.03; number 8, H, carries 0.01; number 9, H, carries 0.00; number 10, H, carries 0.08; number 11, H, carries 0.04; number 12, H, carries 0.00; number 13, H, carries 0.05; number 14, H, carries 0.08; number 15, H, carries 0.03

[5]
Below is 3 unconnected molecules or ions with the total composition C4H12N2O2, with properties calculated with wB97M-V/def2-TZVPD.

XYZ file:
```
20
C4H12N2O2 wB97M-V/def2-TZVPD
O 1.010 -1.944 0.119
O -2.671 -0.374 0.288
N 2.823 0.845 0.583
N 1.550 -1.382 -0.805
C -2.277 -1.253 -0.744
C 2.275 -0.636 -1.343
C -0.873 1.308 0.174
C -1.596 0.230 0.980
H 3.763 0.680 0.917
H -1.512 -1.957 -0.398
H -1.589 2.033 -0.210
H -3.170 -1.799 -1.042
H -0.329 0.870 -0.661
H 2.170 0.330 1.170
H 2.782 -0.034 -2.039
H -0.878 -0.539 1.298
H -1.888 -0.713 -1.615
H -2.048 0.673 1.871
H 2.619 1.834 0.650
H -0.158 1.829 0.810
```

## Properties
* highest occupied orbital energy: -9.156 eV
* HOMO-LUMO gap: 9.8996 eV
* molecular weight: 120.15 g mol⁻¹
* E: -11413.840 eV
* structure (SMILES): C#[N+][O-].CCOC.N

What are the Löwdin partial charges on each atom? They are as follows, in elementary charge units: number 1, O, carries -0.04; number 2, O, carries -0.20; number 3, N, carries 0.03; number 4, N, carries -0.21; number 5, C, carries -0.12; number 6, C, carries 0.10; number 7, C, carries -0.08; number 8, C, carries -0.29; number 9, H, carries 0.03; number 10, H, carries 0.07; number 11, H, carries 0.08; number 12, H, carries 0.09; number 13, H, carries 0.05; number 14, H, carries 0.03; number 15, H, carries 0.07; number 16, H, carries 0.10; number 17, H, carries 0.08; number 18, H, carries 0.12; number 19, H, carries 0.03; number 20, H, carries 0.06

[6]
Below is a molecular structure, C3H6N2O2, with properties calculated with wB97M-V/def2-TZVPD.

XYZ file:
```
13
C3H6N2O2 wB97M-V/def2-TZVPD
O -2.252 0.185 1.466
O 1.062 0.014 1.125
N -1.417 0.562 -0.614
N 1.409 0.006 -1.108
C 1.925 0.212 0.152
C -1.374 0.040 0.636
C -0.129 -0.790 0.946
H 2.192 -0.015 -1.766
H -2.233 1.088 -0.879
H 0.050 -1.539 0.169
H -0.684 0.358 -1.281
H 1.744 1.139 -0.758
H -0.292 -1.260 1.913
```

## Properties
* highest occupied orbital energy: -9.110 eV
* HOMO-LUMO gap: 9.8541 eV
* molecular weight: 102.09 g mol⁻¹
* E: -10280.048 eV

What are the Löwdin partial charges on each atom? They are as follows, in elementary charge units: number 1, O, carries 0.06; number 2, O, carries -0.07; number 3, N, carries 0.16; number 4, N, carries 0.04; number 5, C, carries -0.25; number 6, C, carries -0.52; number 7, C, carries -0.09; number 8, H, carries 0.08; number 9, H, carries 0.11; number 10, H, carries 0.12; number 11, H, carries 0.06; number 12, H, carries 0.17; number 13, H, carries 0.13

[7]
Below is 3 unconnected molecules or ions with the total composition C3H12O4, with properties calculated with wB97M-V/def2-TZVPD.

XYZ file:
```
19
C3H12O4 wB97M-V/def2-TZVPD
O 3.828 -1.218 3.492
O -6.426 0.509 2.489
O 1.672 1.795 0.317
O -0.928 -0.835 -3.034
C -0.001 -0.930 -2.021
C 0.359 0.508 -1.449
C 1.417 0.473 -0.350
H 2.412 0.200 -0.730
H 4.099 -0.315 3.424
H -5.531 0.230 2.770
H 0.799 2.139 0.295
H 4.259 -1.753 2.743
H 1.049 -0.174 0.551
H -6.762 -0.050 1.832
H 0.860 -1.298 -2.475
H -0.597 0.907 -1.268
H 0.755 1.204 -2.286
H -0.180 -1.599 -1.140
H -1.086 0.207 -3.160
```

## Properties
* highest occupied orbital energy: -10.496 eV
* HOMO-LUMO gap: 11.1215 eV
* molecular weight: 112.12 g mol⁻¹
* E: -11493.617 eV
* structure (SMILES): OCCCO.O.O

What are the Löwdin partial charges on each atom? They are as follows, in elementary charge units: number 1, O, carries -0.09; number 2, O, carries -0.05; number 3, O, carries -0.10; number 4, O, carries -0.09; number 5, C, carries -0.31; number 6, C, carries -0.19; number 7, C, carries -0.22; number 8, H, carries 0.12; number 9, H, carries 0.01; number 10, H, carries 0.05; number 11, H, carries 0.04; number 12, H, carries 0.08; number 13, H, carries 0.14; number 14, H, carries 0.00; number 15, H, carries 0.09; number 16, H, carries 0.08; number 17, H, carries 0.15; number 18, H, carries 0.13; number 19, H, carries 0.15